{"formula": "C17H30N2", "method": "the ωB97M-V functional and the def2-TZVPD basis", "symbols": ["C", "C", "C", "C", "C", "C", "C", "C", "C", "C", "C", "C", "N", "C", "C", "C", "N", "C", "C", "H", "H", "H", "H", "H", "H", "H", "H", "H", "H", "H", "H", "H", "H", "H", "H", "H", "H", "H", "H", "H", "H", "H", "H", "H", "H", "H", "H", "H", "H"], "xyz": [[-0.8336, -1.4544, 6.0353], [-0.4301, -1.5631, 4.5697], [-1.1176, -0.4985, 3.7169], [-0.8270, -0.6298, 2.2218], [0.6146, -0.2789, 1.8572], [0.8769, -0.3527, 0.3508], [1.0590, -1.7854, -0.1474], [1.0151, -1.9331, -1.6702], [2.1810, -1.2698, -2.4166], [1.8972, 0.1674, -2.8598], [0.9194, 0.2350, -4.0342], [0.2349, 1.6048, -4.1410], [-0.5402, 1.8968, -2.9586], [-0.0726, 2.7376, -1.9908], [-0.6804, 2.8779, -0.7989], [-1.8611, 2.1037, -0.4512], [-2.4751, 2.0956, 0.6721], [-2.3351, 1.2625, -1.5306], [-1.6803, 1.1842, -2.7008], [-0.5637, -0.4782, 6.4329], [-0.3349, -2.2169, 6.6299], [-1.9085, -1.5814, 6.1454], [-0.6980, -2.5533, 4.1931], [0.6536, -1.4594, 4.4905], [-2.1970, -0.5747, 3.8672], [-0.8092, 0.4924, 4.0582], [-1.4961, 0.0431, 1.6793], [-1.0532, -1.6501, 1.9057], [0.8160, 0.7392, 2.1996], [1.3093, -0.9453, 2.3723], [1.7775, 0.2225, 0.1242], [0.0353, 0.1093, -0.1695], [0.2608, -2.4042, 0.2672], [2.0069, -2.1798, 0.2274], [1.0208, -3.0018, -1.8981], [0.0648, -1.5314, -2.0271], [2.4265, -1.8594, -3.3034], [3.0610, -1.2757, -1.7707], [1.4868, 0.7193, -2.0156], [2.8354, 0.6486, -3.1466], [1.4408, 0.0275, -4.9702], [0.1485, -0.5272, -3.9110], [-0.4263, 1.6168, -5.0142], [0.9857, 2.3883, -4.2671], [0.8175, 3.2953, -2.2488], [-0.2793, 3.5655, -0.0689], [-2.0667, 2.7211, 1.3643], [-3.2333, 0.6933, -1.3597], [-2.0258, 0.5570, -3.5100]], "lowdin_charge": [-0.12, -0.28, -0.23, -0.22, -0.21, -0.21, -0.20, -0.20, -0.20, -0.20, -0.18, -0.15, -0.11, -0.08, -0.02, -0.45, 0.10, -0.02, -0.07, 0.07, 0.06, 0.07, 0.11, 0.10, 0.11, 0.11, 0.08, 0.11, 0.11, 0.10, 0.11, 0.09, 0.10, 0.11, 0.11, 0.10, 0.11, 0.11, 0.08, 0.12, 0.12, 0.10, 0.13, 0.13, 0.13, 0.11, 0.04, 0.11, 0.13], "gap_ev": 8.4, "smiles": "CCCCCCCCCCCCn1ccc(=N)cc1", "homo_energy_ev": -7.70, "spin_multiplicity": 1, "total_energy_ha": -775.26424, "lumo_ev": 0.73}

{"formula": "C17H30NNdO2P2", "method": "the ωB97M-V functional and the def2-TZVPD basis", "symbols": ["C", "C", "N", "C", "C", "C", "C", "P", "Nd", "P", "C", "O", "O", "H", "H", "H", "C", "C", "H", "H", "H", "H", "C", "C", "H", "H", "H", "H", "H", "H", "H", "H", "H", "H", "H", "H", "H", "H", "H", "H", "H", "H", "C", "C", "C", "C", "C", "C", "H", "H", "H", "H", "H"], "xyz": [[2.9522, 2.8431, -1.4592], [2.2016, 1.9756, -0.6624], [1.1869, 1.2360, -1.1871], [0.9970, 1.2486, -2.5309], [1.7967, 2.0139, -3.3755], [2.7603, 2.8611, -2.8374], [2.5316, 1.9210, 0.8192], [2.1185, 0.3599, 1.7508], [-0.3276, -0.1445, 0.3715], [-1.5611, -0.0911, -2.1883], [-0.0821, 0.4140, -3.2059], [0.9599, 3.8597, 2.2048], [-1.0838, 2.1795, 2.7088], [3.6987, 3.4718, -0.9734], [1.6203, 1.9460, -4.4487], [3.3533, 3.5112, -3.4782], [3.7240, -0.4952, 1.6718], [2.1572, 0.8837, 3.4962], [-0.5018, 1.0110, -4.0336], [0.3507, -0.5055, -3.6374], [2.0253, 2.7766, 1.3541], [3.6231, 2.0427, 0.9321], [-2.1379, -1.5989, -3.0392], [-2.7865, 1.0977, -2.8454], [-1.5707, 1.9340, 1.8326], [-1.6291, 1.8089, 3.4304], [0.1078, 3.3925, 2.4095], [0.7413, 4.5938, 1.6104], [0.5799, -1.6508, -0.5326], [-1.8525, 1.3640, 0.5393], [4.4694, 0.0445, 2.2750], [3.5879, -1.5060, 2.0770], [4.0620, -0.5775, 0.6322], [3.1432, 1.2934, 3.7555], [1.3780, 1.6239, 3.7094], [1.9704, -0.0053, 4.1139], [-2.9648, 0.8968, -3.9136], [-3.7233, 0.9845, -2.2844], [-2.4190, 2.1211, -2.7053], [-2.5401, -1.3497, -4.0318], [-1.3173, -2.3212, -3.1201], [-2.9356, -2.0412, -2.4259], [-3.5729, -3.4000, 3.1421], [-3.9395, -2.0662, 2.9336], [-3.0976, -1.2073, 2.1805], [-1.9186, -1.7134, 1.6828], [-1.5243, -3.0215, 1.8662], [-2.3695, -3.8806, 2.6127], [-4.2257, -4.0656, 3.7143], [-4.8759, -1.6860, 3.3469], [-3.4047, -0.1701, 1.9969], [-0.5879, -3.4163, 1.4538], [-2.0826, -4.9220, 2.7754]], "lowdin_charge": [-0.03, -0.30, 0.00, -0.31, -0.03, -0.04, -0.30, 0.77, 1.03, 0.72, -0.30, -0.10, -0.20, 0.12, 0.12, 0.11, -0.28, -0.27, 0.08, 0.10, 0.06, 0.09, -0.28, -0.29, -0.09, 0.06, 0.01, 0.06, -0.20, -0.12, 0.05, 0.05, 0.05, 0.05, 0.03, 0.05, 0.04, 0.05, 0.04, 0.04, 0.04, 0.05, -0.13, -0.12, -0.20, -0.36, -0.19, -0.12, 0.09, 0.09, 0.05, 0.06, 0.09], "gap_ev": [6.9, 6.9], "s_squared": 3.756, "homo_energy_ev": [-6.80, -6.79], "spin_multiplicity": 4, "total_energy_ha": -2114.99621, "lumo_ev": [0.12, 0.13]}

{"formula": "C17H30O14PS3", "method": "the ωB97M-V functional and the def2-TZVPD basis", "symbols": ["C", "C", "C", "O", "C", "P", "C", "O", "C", "C", "C", "C", "C", "C", "H", "H", "H", "H", "H", "H", "H", "H", "H", "H", "H", "H", "H", "H", "H", "H", "H", "H", "C", "C", "O", "S", "O", "O", "O", "H", "H", "H", "H", "C", "C", "O", "S", "O", "O", "O", "H", "H", "H", "H", "C", "C", "O", "S", "O", "O", "O", "H", "H", "H", "H"], "xyz": [[1.8301, -2.2454, -1.4310], [2.4379, -2.7171, -2.8816], [1.3989, -2.3975, -4.0936], [0.8833, -1.0466, -3.9756], [-0.4335, -0.9121, -4.5432], [-1.4044, 0.4158, -3.6070], [-1.6467, 0.0743, -1.7637], [-3.0001, -0.3470, -1.4159], [-3.3583, -1.5447, -2.1179], [-4.8554, -1.6612, -2.5921], [-5.2781, -2.9436, -3.3974], [-4.2629, -4.0965, -3.7415], [-2.7806, -3.9866, -3.2358], [-2.3965, -2.7155, -2.4397], [0.7048, -2.0573, -1.6411], [2.3357, -1.3099, -1.0224], [1.8586, -3.0934, -0.6604], [3.4303, -2.1373, -3.0050], [2.6307, -3.8500, -2.8239], [0.6035, -3.2182, -4.0729], [2.0186, -2.5302, -5.0568], [-0.2840, -0.4945, -5.6171], [-1.0000, -1.9015, -4.6807], [-0.6013, 1.6209, -3.6894], [-2.6481, 0.7575, -4.2647], [-1.5017, 1.0858, -1.2176], [-0.8609, -0.6308, -1.3024], [-5.6170, -0.8324, -2.3474], [-6.3605, -3.0340, -3.7559], [-4.5576, -5.0202, -4.3543], [-1.9838, -4.7838, -3.4509], [-1.3121, -2.6252, -2.0795], [-1.9889, 0.1621, 1.6051], [-2.7187, -0.8773, 2.4426], [-1.9499, -0.9936, 3.6395], [-1.2778, 0.4441, 3.9793], [-2.1022, 1.1095, 4.9438], [0.1293, 0.2555, 4.1575], [-1.5278, 1.1410, 2.5340], [-1.1163, -0.2734, 1.1080], [-2.6391, 0.6214, 0.8601], [-2.7940, -1.8407, 1.9380], [-3.7198, -0.5314, 2.7160], [5.1468, 1.1144, -0.3221], [6.6295, 1.2561, -0.0108], [7.0913, -0.0772, 0.2067], [6.2398, -1.0929, -0.7285], [7.0005, -1.3549, -1.9135], [5.7048, -2.1317, 0.0985], [5.0390, -0.0694, -1.1152], [4.5638, 0.9671, 0.5915], [4.7559, 1.9747, -0.8666], [6.8128, 1.8749, 0.8675], [7.1746, 1.6675, -0.8654], [-0.7430, 4.6236, 7.4036], [-0.8901, 4.1248, 5.9744], [-1.3256, 5.2616, 5.2280], [-0.6860, 6.6020, 5.8838], [0.4860, 6.9522, 5.1369], [-1.7458, 7.5277, 6.1444], [-0.2123, 5.9448, 7.2898], [-1.7147, 4.6883, 7.9011], [-0.0755, 3.9943, 7.9934], [-1.6091, 3.3104, 5.8897], [0.0735, 3.8026, 5.5679]], "lowdin_charge": [-0.09, -0.17, -0.20, -0.23, -0.34, 1.15, -0.33, -0.18, -0.23, 0.02, -0.04, -0.04, -0.05, -0.05, 0.02, 0.07, 0.09, 0.12, 0.12, 0.12, 0.14, 0.13, 0.11, 0.06, 0.07, 0.13, 0.10, 0.11, 0.10, 0.10, 0.10, 0.08, -0.19, -0.16, -0.18, 0.66, -0.22, -0.22, -0.19, 0.12, 0.12, 0.14, 0.14, -0.17, -0.17, -0.18, 0.64, -0.22, -0.23, -0.22, 0.13, 0.13, 0.14, 0.14, -0.17, -0.18, -0.19, 0.65, -0.23, -0.22, -0.19, 0.13, 0.14, 0.11, 0.13], "gap_ev": 8.8, "charge": 1, "homo_energy_ev": -12.27, "spin_multiplicity": 1, "total_energy_ha": -3254.45344, "lumo_ev": -3.46}

{"formula": "C17H31BeCaClCsF10N2O13S2", "method": "the ωB97M-V functional and the def2-TZVPD basis", "symbols": ["C", "O", "C", "S", "O", "O", "N", "S", "O", "O", "C", "C", "O", "F", "H", "H", "H", "H", "H", "H", "H", "Be", "Cl", "C", "C", "O", "O", "H", "H", "H", "Cs", "F", "Ca", "C", "C", "C", "F", "F", "F", "F", "O", "C", "C", "F", "F", "F", "F", "H", "H", "H", "H", "O", "H", "H", "C", "C", "O", "O", "H", "H", "H", "C", "C", "C", "O", "C", "N", "H", "H", "H", "H", "H", "H", "H", "H", "H", "H", "H", "H"], "xyz": [[0.4462, 1.0807, 0.9708], [-0.7570, 0.2789, 1.0018], [-1.6896, 0.6057, -0.0205], [-2.5475, -0.8009, -0.7766], [-3.3700, -0.2922, -1.9393], [-3.4217, -1.3091, 0.2488], [-1.5743, -2.0333, -1.2213], [-0.0565, -1.5876, -1.6622], [0.8968, -1.6059, -0.5886], [0.0121, -0.3268, -2.4666], [0.3887, -2.8927, -2.8389], [-0.9364, -3.2142, -3.4994], [-1.5113, -4.2172, -3.4333], [-1.5922, -2.1100, -4.2624], [0.3923, 1.9841, 1.6493], [1.2577, 0.4260, 1.2932], [0.7402, 1.3936, -0.0824], [-1.2809, 1.2141, -0.8644], [-2.4946, 1.2419, 0.4716], [1.1175, -2.4198, -3.5020], [0.7990, -3.8537, -2.3149], [-4.0139, 1.6152, -2.9126], [1.4934, -5.1613, -1.2323], [-3.9605, -4.8146, 0.9851], [-2.9302, -5.4115, 2.0334], [-2.3377, -4.5412, 2.6686], [-2.8970, -6.6406, 2.0298], [-3.9636, -3.7285, 1.0101], [-3.6826, -5.1434, -0.0141], [-4.9597, -5.1800, 1.2128], [-0.4019, 2.8160, -1.2705], [-5.4904, -0.7132, -2.5318], [-2.7193, -0.2546, -4.1774], [-1.2217, 9.2859, 2.9828], [-1.2015, 8.1283, 1.9648], [-0.0812, 7.0961, 2.0832], [1.1354, 7.6244, 1.8903], [-0.2511, 6.1404, 1.1152], [-1.2344, 8.6306, 0.7101], [-2.3649, 7.4360, 2.1362], [-0.6887, 10.5372, 2.5632], [0.6601, 10.8151, 2.6877], [1.3056, 11.0827, 1.3274], [1.1949, 10.0063, 0.5194], [2.6224, 11.3400, 1.4877], [1.3023, 9.8505, 3.3739], [0.7628, 11.9412, 3.4212], [-2.2746, 9.4960, 3.1490], [-0.8328, 8.9848, 3.9561], [-0.0988, 6.6028, 3.0579], [0.8299, 11.9344, 0.8383], [-0.5897, -7.9233, 3.7549], [-0.2091, -7.1545, 4.1903], [-1.4091, -7.5913, 3.3663], [-4.9199, 9.4995, -0.0762], [-4.9828, 9.8184, 1.4605], [-3.8932, 10.1302, 1.9550], [-6.1171, 9.7048, 1.9312], [-3.9047, 9.6118, -0.4455], [-5.2548, 8.4774, -0.2394], [-5.5769, 10.1846, -0.6073], [4.1543, -10.0548, -2.0161], [3.8738, -8.5633, -1.8931], [5.0466, -7.6677, -2.2865], [6.0453, -7.6834, -1.2801], [7.1051, -8.6228, -1.4773], [3.5757, -8.2510, -0.4591], [4.8403, -10.4128, -1.2471], [3.2307, -10.6280, -1.9154], [4.5801, -10.2859, -2.9905], [2.9861, -8.3050, -2.4698], [4.6891, -6.6359, -2.3452], [5.4435, -7.9294, -3.2684], [7.2572, -8.8511, -2.5329], [6.9021, -9.5439, -0.9273], [8.0173, -8.1858, -1.0762], [2.9487, -8.9220, -0.0173], [3.1760, -7.3163, -0.3676], [4.4667, -8.2351, 0.0519]], "lowdin_charge": [-0.18, -0.17, -0.43, 0.60, -0.71, -0.27, -0.27, 0.56, -0.28, -0.44, -0.20, -0.40, 0.24, -0.22, 0.11, 0.11, -0.07, -0.23, 0.15, 0.12, -0.14, 0.51, -0.26, 0.10, -0.59, 0.20, 0.15, 0.07, 0.10, 0.10, 1.33, -0.66, 1.35, -0.05, -0.44, -0.29, 0.11, 0.05, 0.13, 0.10, 0.05, -0.54, -0.28, 0.09, 0.10, 0.15, 0.15, 0.12, 0.15, 0.17, 0.18, -0.06, 0.03, 0.00, 0.06, -0.63, 0.10, 0.14, 0.08, 0.09, 0.09, -0.03, -0.31, -0.17, -0.19, -0.07, 0.23, 0.08, 0.09, 0.10, 0.15, 0.13, 0.13, 0.10, 0.08, 0.10, 0.18, 0.09, 0.16], "gap_ev": 0.9, "charge": 1, "homo_energy_ev": -9.42, "spin_multiplicity": 1, "total_energy_ha": -4720.98454, "lumo_ev": -8.48}